[1]
{
  "formula": "C4H7N2",
  "method": "ωB97M-V/def2-TZVPD",
  "homo_lumo_gap_ev": [6.9, 8.4],
  "multiplicity": 3,
  "charge": 1,
  "energy_ha": -265.6634,
  "e_homo_ha": [-0.4369, -0.5843],
  "de_lowest_kj_mol": 160.3,
  "largest_force_ev_per_a": 5.8,
  "lumo_ev": [-5.0, -7.5],
  "symbols": ["N", "N", "C", "C", "C", "C", "H", "H", "H", "H", "H", "H", "H"],
  "coordinates": [[0.006678, 1.217638, -0.347929], [1.443791, -1.803568, -0.027183], [-1.776823, -0.279468, -0.034099], [-0.368975, 0.003927, 0.033950], [0.510496, -0.910051, 0.413827], [0.737361, 2.158849, 0.167961], [-2.186556, -0.281735, 0.957415], [1.012390, 2.933993, -0.601850], [1.945186, -2.512671, 0.429719], [-1.861741, -1.294300, -0.357651], [1.597218, -1.897432, -1.028123], [1.086512, 2.233446, 1.214980], [-2.145533, 0.431377, -0.821018]],
  "forces_ev_per_a": [[1.96, 1.60, 1.52], [-0.77, 1.87, -0.94], [-0.93, 0.49, -1.32], [-0.51, 3.01, -0.06], [3.49, -4.68, -0.25], [-0.82, -0.54, -2.64], [-0.75, 0.57, 0.46], [0.01, -0.60, 1.24], [0.10, -0.74, 1.56], [-0.40, -0.68, -0.46], [-0.16, 0.61, 0.09], [-0.62, -0.18, -0.45], [-0.61, -0.71, 1.26]]
}



[2]
{
  "formula": "C5H20N2O5",
  "method": "ωB97M-V/def2-TZVPD",
  "homo_lumo_gap_ev": 9.7,
  "energy_ha": -688.1846,
  "e_homo_ha": -0.3447,
  "de_lowest_kj_mol": 204.2,
  "largest_force_ev_per_a": 2.9,
  "lumo_ev": 0.3,
  "smiles": "CCNCCNC=O.O.O.O.O",
  "symbols": ["O", "O", "O", "O", "O", "N", "N", "C", "C", "C", "C", "C", "H", "H", "H", "H", "H", "H", "H", "H", "H", "H", "H", "H", "H", "H", "H", "H", "H", "H", "H", "H"],
  "coordinates": [[-3.363261, -1.631969, -0.881242], [-2.278849, 1.117981, -0.093483], [1.868943, 1.739287, -1.064820], [0.517835, 3.952181, -0.154556], [-1.115725, 1.753278, -2.706601], [1.533058, -1.053737, 0.988551], [-1.240481, -2.284221, -0.428368], [0.641278, -0.305141, 1.887402], [0.221731, -2.334191, -0.697030], [1.008820, -2.370919, 0.604350], [-2.257539, -1.989316, -1.266751], [1.272091, 0.962901, 2.471691], [-1.516385, 0.714783, 0.321617], [0.442232, 1.385621, 3.058492], [2.033456, 0.798235, 3.224788], [-1.530044, -2.101878, 0.532041], [2.721185, 2.152912, -0.902702], [0.466360, -1.045587, 2.673765], [1.746640, -3.189364, 0.563015], [0.327590, -3.288089, -1.318581], [0.744974, 3.195487, -0.738930], [0.394134, -2.642821, 1.464271], [0.426912, 3.375947, 0.619929], [-0.246084, 0.014300, 1.359010], [1.574104, 1.626826, 1.663961], [-2.972694, 0.460211, -0.250399], [-2.055532, -1.899653, -2.344176], [1.591504, -0.422120, 0.170220], [-1.740954, 1.981177, -2.001585], [1.824337, 1.175460, -1.852789], [0.607787, -1.566461, -1.395842], [-1.647415, 1.718886, -3.505239]],
  "forces_ev_per_a": [[0.20, -0.50, 0.20], [-0.45, 0.70, -0.24], [-0.68, -0.50, 0.24], [0.16, -1.47, 0.09], [-0.02, 0.01, -0.02], [0.32, 1.00, -0.94], [0.13, 0.76, 0.50], [1.60, -0.77, 0.45], [-1.02, -2.22, -1.62], [0.04, 0.38, 0.26], [-0.28, 1.44, -0.34], [-1.31, -0.48, 0.38], [-0.20, -0.36, -0.05], [0.22, 0.50, -0.34], [0.52, -0.25, -0.37], [0.29, -0.20, -0.22], [0.18, -0.33, -0.57], [-0.74, 0.53, 0.21], [0.27, 0.73, -0.14], [0.34, 0.97, 1.01], [-0.06, 0.89, -0.48], [-0.40, -0.41, -0.29], [-0.26, 0.80, 0.47], [-0.71, -0.20, 0.14], [0.17, 0.15, 0.23], [0.45, -0.27, 0.20], [0.48, -0.60, 0.02], [0.51, -0.85, 0.35], [0.20, -0.21, 0.13], [0.54, 0.60, 0.22], [-0.51, 0.14, 0.61], [-0.01, 0.04, -0.08]]
}



[3]
{
  "formula": "C4H8N5O2S",
  "method": "ωB97M-V/def2-TZVPD",
  "homo_lumo_gap_ev": [8.3, 8.3],
  "charge": 1,
  "energy_ha": -979.2703,
  "e_homo_ha": [-0.5071, -0.5070],
  "largest_force_ev_per_a": 3.9,
  "lumo_ev": [-5.5, -5.5],
  "symbols": ["S", "O", "O", "N", "N", "N", "N", "N", "C", "C", "C", "C", "H", "H", "H", "H", "H", "H", "H", "H"],
  "coordinates": [[-4.339795, 1.656868, 0.213320], [5.040175, 1.560675, -0.354484], [2.762693, 1.712934, -0.020522], [-0.916540, -0.384774, -0.759700], [-1.517994, 1.366278, 0.016230], [-0.934271, 2.536570, 0.013716], [-1.932542, -0.987846, -0.576572], [-2.979295, -0.382459, -0.262320], [-2.731008, 0.908947, -0.046533], [0.424671, -0.873943, -0.479411], [3.905383, 1.688826, -0.187847], [0.624324, -1.190605, 1.006263], [-0.081634, 2.672480, 0.497511], [0.540118, -1.785118, -1.073258], [1.439350, -1.879260, 1.154241], [1.141402, -0.247326, -0.844233], [0.457486, -0.188376, 1.508502], [-3.904414, 2.823037, 0.500904], [-1.124003, 3.199641, -0.700321], [-0.282197, -1.801766, 1.371536]],
  "forces_ev_per_a": [[0.71, -1.65, -0.61], [-0.12, 0.39, 0.01], [-1.12, 0.37, 0.13], [2.37, 3.03, -0.52], [0.89, -2.22, -0.26], [-1.25, -0.39, -0.24], [0.32, -2.42, 0.54], [-1.81, -0.64, -0.48], [-1.95, 2.74, 1.08], [-1.28, -2.91, 1.09], [1.19, -0.76, -0.14], [-3.50, 0.38, 0.18], [0.79, -0.45, 0.64], [-0.31, -0.08, -0.09], [0.81, 0.71, 0.43], [1.54, 2.21, -0.99], [1.30, -1.38, 0.17], [0.69, 1.89, 0.51], [-0.43, 0.38, -0.81], [1.18, 0.78, -0.65]]
}



Short version: molecular weight = 83.1, 188.2, 190.2 g/mol, in the order given.